This record from the OMol25 dataset describes a cluster of 11 separate species, C57H153F3N24O17P8 in total. The level of theory is the ωB97M-V functional and the def2-TZVPD basis.

Frontier orbital gap = 8.22 eV
HOMO energy = -7.952 eV
2S+1 = 1
SMILES string = CN(C)P(=O)(N(C)C)N(C)C.CN(C)P(=O)(N(C)C)N(C)C.CN(C)P(=O)(N(C)C)N(C)C.CN(C)P(=O)(N(C)C)N(C)C.CN(C)P(=O)(N(C)C)N(C)C.CN(C)P(=O)(N(C)C)N(C)C.CN(C)P(=O)(N(C)C)N(C)C.CN(C)P(=O)(N(C)C)N(C)C.O=C1OC[C@@H](F)O1.O=C1OC[C@@H](F)O1.O=C1OC[C@@H](F)O1
ΔE to the lowest compared entry with this formula, charge and spin = 7.195 eV

Cartesian coordinates (Å):
P  -3.42  0.56  6.15
P  -1.22  -2.67  -5.86
P  -6.01  2.24  0.22
P  7.34  1.43  -2.39
P  1.90  -4.22  5.34
P  1.02  6.61  1.72
P  -3.68  -5.47  3.44
P  0.48  3.59  -4.86
F  2.21  -5.62  -4.76
F  1.81  -1.16  -1.70
F  4.75  -5.52  1.39
O  -1.91  -2.67  -4.50
O  3.75  -3.56  -1.18
O  1.76  -5.87  -2.49
O  -0.98  -0.15  -1.04
O  -3.39  -4.92  4.80
O  0.77  -0.80  0.13
O  4.89  -4.39  -2.97
O  -7.26  1.52  0.73
O  8.24  0.30  -1.93
O  -0.63  3.19  -5.83
O  -2.74  0.10  7.39
O  5.16  -5.18  -0.82
O  -0.29  1.08  0.70
O  1.56  -5.69  5.09
O  -0.24  -5.87  -3.39
O  0.20  -4.83  -1.23
O  -0.40  6.91  1.43
N  1.36  -3.06  4.17
N  1.22  5.11  2.52
N  -2.55  1.59  5.08
N  2.07  3.47  -5.50
N  1.36  -3.69  6.84
N  0.53  2.51  -3.47
N  5.75  0.91  -2.86
N  -1.20  -1.10  -6.68
N  7.13  2.69  -1.16
N  1.86  7.78  2.62
N  -5.81  3.75  0.99
N  -3.58  -4.29  2.15
N  7.77  2.34  -3.75
N  -2.61  -6.76  3.10
N  -3.90  -0.67  5.06
N  -1.84  -3.79  -6.98
N  -4.49  1.37  0.39
N  3.63  -4.03  5.40
N  0.49  -3.07  -5.86
N  2.01  6.42  0.25
N  -4.87  1.39  6.63
N  0.52  5.18  -4.21
N  -5.29  -6.20  3.33
N  -6.09  2.52  -1.45
C  -6.54  4.94  0.59
C  1.31  -1.58  4.44
C  -5.04  1.85  8.02
C  0.72  4.99  3.92
C  1.23  -3.69  -7.04
C  1.41  -2.32  -4.99
C  8.31  3.28  -0.51
C  0.95  6.25  -5.08
C  -5.85  1.85  5.67
C  0.88  -1.63  -0.94
C  -4.48  -0.08  0.31
C  1.02  3.91  1.76
C  -5.49  3.66  2.45
C  -2.35  -3.72  1.84
C  -1.16  -6.64  3.71
C  -2.00  -5.25  -6.70
C  -1.42  1.10  4.39
C  -0.18  0.13  -0.05
C  8.92  1.91  -4.62
C  1.38  -3.39  2.77
C  -0.43  5.47  -3.14
C  -5.11  3.41  -2.08
C  0.49  -5.41  -2.27
C  0.57  1.07  -3.79
C  1.85  -4.40  8.01
C  -2.23  -0.15  -6.38
C  -6.30  -6.02  4.44
C  2.29  3.09  -6.89
C  -7.03  1.85  -2.39
C  5.84  3.34  -0.78
C  -2.49  3.04  5.49
C  3.12  7.44  3.32
C  0.46  -6.90  -3.95
C  3.64  -3.90  0.18
C  4.62  -4.39  -1.79
C  1.86  -6.51  -3.75
C  5.36  0.63  -4.30
C  -2.89  -3.36  -7.96
C  1.22  2.88  -2.19
C  -0.42  -0.80  -7.86
C  3.41  5.95  0.16
C  -5.92  -6.51  2.07
C  6.90  3.49  -4.19
C  -2.61  -7.52  1.84
C  4.93  -4.63  0.39
C  -0.55  -1.43  -1.47
C  1.40  9.12  2.67
C  4.25  -2.75  5.58
C  4.86  0.34  -1.80
C  3.21  3.98  -4.73
C  -3.44  -2.12  5.22
C  -0.07  -3.40  6.88
C  1.70  7.33  -0.86
C  -4.53  -0.42  3.75
C  -4.76  -3.52  1.62
C  4.64  -5.03  5.00
C  -3.22  2.12  0.20
H  3.51  6.51  2.90
H  7.63  4.17  -4.65
H  5.96  4.43  -0.79
H  -7.81  1.45  -1.74
H  -2.33  0.53  -7.23
H  -1.18  -0.42  -8.55
H  4.01  6.60  0.81
H  9.15  2.72  -0.91
H  1.76  3.83  -2.21
H  4.11  -5.96  4.79
H  5.69  -3.93  0.73
H  3.53  4.92  0.49
H  -2.50  1.55  0.79
H  -2.38  -2.63  1.87
H  -6.25  4.13  3.06
H  -2.17  -4.02  0.81
H  -5.39  2.47  4.90
H  1.70  3.74  -7.53
H  5.41  -5.21  5.75
H  1.88  -4.46  -6.65
H  3.85  5.87  -0.83
H  -2.18  3.66  4.65
H  9.85  2.38  -4.31
H  4.90  -0.75  -1.83
H  -5.61  -0.58  3.78
H  -3.24  -0.49  -6.20
H  -1.13  -6.32  4.75
H  -1.37  0.02  4.30
H  -6.41  5.12  -0.48
H  5.27  0.67  -0.85
H  -0.34  4.72  3.89
H  3.81  0.62  -1.85
H  1.76  5.89  -5.71
H  -1.88  -5.96  -7.51
H  -2.05  -8.42  2.08
H  -5.99  1.41  8.32
H  -6.39  1.01  5.24
H  -7.44  2.52  -3.14
H  2.63  -7.27  -3.85
H  -5.23  -6.39  1.24
H  -6.60  -4.98  4.57
H  8.27  4.33  -0.80
H  -5.43  -3.37  2.47
H  -1.79  3.10  6.33
H  8.68  2.25  -5.63
H  3.34  3.12  -7.16
H  1.02  5.81  4.57
H  4.28  0.59  -4.43
H  -6.26  5.75  1.26
H  5.82  -0.32  -4.56
H  -3.04  -5.32  -6.37
H  -3.31  -4.16  -8.57
H  0.36  -0.07  -7.64
H  3.51  3.26  -3.97
H  3.91  8.12  2.99
H  0.17  6.59  -5.76
H  1.62  -1.38  -5.48
H  1.06  -2.11  -3.98
H  -2.80  2.05  -0.80
H  -4.55  4.19  2.62
H  -1.31  4.83  -3.21
H  1.79  -2.94  -7.62
H  -5.76  -6.38  5.31
H  4.06  4.26  -5.35
H  0.64  -0.92  3.87
H  -3.49  3.35  5.79
H  -3.81  -3.11  -7.44
H  9.08  0.83  -4.68
H  -2.50  -2.52  -8.54
H  -3.59  -0.39  0.85
H  0.47  3.00  -1.41
H  -2.20  -6.80  1.14
H  0.94  9.33  3.63
H  2.31  -2.89  -4.75
H  5.07  -4.61  4.09
H  -4.19  -1.06  2.93
H  3.93  -2.34  6.54
H  -4.27  -0.37  -0.71
H  1.75  2.06  -1.70
H  4.11  -2.11  4.70
H  1.50  0.98  -4.35
H  -0.26  -2.76  7.75
H  0.74  0.57  -2.84
H  1.08  -2.68  -0.73
H  1.25  4.05  0.71
H  0.74  -2.71  2.20
H  -5.30  -0.68  0.72
H  5.68  3.05  0.26
H  0.93  -1.48  5.45
H  -5.55  4.29  -2.56
H  8.31  3.08  0.56
H  -3.48  -2.43  6.26
H  -7.61  4.72  0.68
H  -6.61  0.98  -2.89
H  6.08  3.17  -4.82
H  -0.63  -1.62  -2.55
H  5.32  -2.86  5.69
H  -3.60  -7.91  1.61
H  -0.47  -2.87  6.02
H  -0.05  3.67  1.70
H  -1.31  -5.58  -5.92
H  -2.47  -2.30  4.75
H  1.38  -5.38  8.06
H  0.17  -7.12  -4.98
H  3.00  7.55  4.40
H  -1.98  0.47  -5.52
H  2.35  7.22  -1.72
H  -4.52  2.97  -2.88
H  0.61  -4.19  -7.78
H  1.42  3.02  2.25
H  -6.29  -7.54  2.09
H  -4.48  -2.52  1.29
H  -0.66  -5.97  3.02
H  3.54  -3.00  0.79
H  2.32  -1.17  4.42
H  0.66  9.36  1.90
H  0.35  -7.84  -3.40
H  -6.86  -5.98  1.90
H  2.43  -3.37  2.48
H  -4.51  0.62  3.41
H  5.75  1.34  -5.03
H  -0.80  6.50  -3.13
H  -1.11  -2.17  -0.90
H  2.92  -4.59  8.07
H  2.79  -4.54  0.42
H  -0.77  -4.23  6.91
H  -0.73  -7.64  3.78
H  1.06  -4.41  2.55
H  -4.27  1.45  8.67
H  -5.02  2.94  8.05
H  -3.31  3.14  0.56
H  3.07  4.95  -4.25
H  0.70  7.08  -1.22
H  2.25  9.76  2.41
H  -0.51  1.50  4.85
H  -1.37  1.52  3.39
H  1.93  2.07  -7.07
H  -0.05  5.18  -2.15
H  6.38  4.00  -3.38
H  -6.52  2.62  6.07
H  1.73  8.40  -0.64
H  1.31  7.08  -4.48
H  1.43  -3.86  8.86
H  -1.64  -4.04  2.61
H  -0.31  0.60  -4.22
H  0.05  -1.71  -8.21
H  5.00  3.05  -1.41
H  -7.15  -6.68  4.28
H  -5.34  -4.08  0.89
H  -5.18  2.66  2.74
H  -4.17  -2.80  4.78
H  -4.42  3.83  -1.34
H  1.24  4.11  4.28

Atomic partial charges in e from the Mulliken method, atoms 1 to 4:
1. P 0.539
2. P 0.044
3. P 0.541
4. P 0.256